{"formula": "C24H29N3O2", "method": "ωB97M-V with the def2-TZVPD basis set", "e_tot_ha": -1246.67936, "charge": 0, "smiles": "CN(C)[C@H]1CCN(Cc2cc(COCc3ccccc3)c3cccnc3c2O)C1", "e_above_lowest_kj_mol": 198.2, "e_homo_ev": -8.0, "symbols": ["C", "N", "C", "H", "H", "H", "C", "C", "N", "C", "C", "C", "C", "N", "C", "C", "C", "C", "C", "C", "H", "C", "O", "C", "C", "C", "C", "C", "C", "C", "H", "H", "H", "H", "H", "H", "H", "H", "H", "H", "H", "H", "O", "H", "H", "H", "C", "H", "C", "H", "H", "H", "H", "H", "H", "H", "H", "H"], "positions_angstrom": [[-3.57, 2.29, 3.15], [-3.02, 3.21, 2.18], [-3.62, 4.52, 2.36], [-3.42, 4.86, 3.37], [-3.18, 5.23, 1.66], [-4.71, 4.51, 2.20], [-3.19, 2.74, 0.82], [-2.63, 1.34, 0.58], [-2.41, 1.33, -0.85], [-1.80, 0.14, -1.41], [-0.41, -0.17, -0.89], [0.71, 0.27, -1.56], [2.00, 0.02, -1.01], [3.05, 0.48, -1.72], [4.25, 0.29, -1.26], [4.51, -0.37, -0.04], [3.46, -0.85, 0.69], [2.14, -0.67, 0.22], [0.98, -1.16, 0.86], [-0.25, -0.89, 0.30], [-1.14, -1.27, 0.79], [1.09, -2.02, 2.09], [1.89, -3.18, 1.92], [1.41, -4.09, 0.94], [1.75, -3.66, -0.47], [3.08, -3.52, -0.84], [3.42, -3.07, -2.10], [2.43, -2.76, -3.01], [1.10, -2.91, -2.66], [0.76, -3.37, -1.40], [-0.28, -3.48, -1.13], [0.32, -2.67, -3.37], [2.69, -2.39, -3.99], [4.46, -2.96, -2.37], [3.85, -3.76, -0.12], [1.91, -5.03, 1.17], [0.33, -4.22, 1.05], [1.57, -1.47, 2.91], [0.08, -2.32, 2.41], [3.62, -1.37, 1.62], [5.53, -0.49, 0.30], [5.06, 0.67, -1.86], [0.64, 0.91, -2.74], [1.56, 1.09, -3.00], [-1.74, 0.29, -2.50], [-2.47, -0.70, -1.20], [-1.74, 2.58, -1.15], [-1.89, 2.84, -2.20], [-2.39, 3.59, -0.19], [-3.04, 4.29, -0.72], [-1.63, 4.16, 0.34], [-0.66, 2.53, -0.96], [-3.33, 0.54, 0.85], [-1.69, 1.22, 1.15], [-4.26, 2.74, 0.53], [-3.44, 2.70, 4.15], [-3.04, 1.34, 3.11], [-4.65, 2.09, 3.00]]}